Record 1
68
Properties=species:S:1:pos:R:3:forces:R:3:mulliken_charge:R:1 method="wB97M-V/def2-TZVPD" de_lowest_kj_mol=0.0 lumo_ev="-1.13 / -1.13" homo_ev="-5.346 / -6.842" homo_lumo_gap_ha="0.15495 / 0.20993" multiplicity=8 charge=0
Eu -0.4489 -0.3305 -1.1873 3.5 0.9 -1.0 0.27
Br -1.0998 -1.0267 -4.3745 -0.5 -0.4 -0.8 0.09
C -2.6894 -1.9187 -5.1338 0.4 0.2 0.3 -0.57
Br -4.3228 -1.2725 -4.3419 0.0 0.0 -0.2 -0.14
H -2.5919 -2.9800 -4.9180 0.0 0.2 0.0 0.28
H -2.7043 -1.7223 -6.2036 0.0 0.1 0.2 0.40
Cl -1.2782 2.0571 -2.5328 -0.2 1.0 -1.0 -0.07
C -2.0992 2.7428 -1.1298 -0.4 0.0 -0.2 -0.41
Cl -1.3446 2.0305 0.3048 -0.2 0.9 0.9 -0.01
H -3.1617 2.4581 -1.1514 0.4 0.0 0.0 0.23
H -1.9515 3.8209 -1.1166 0.0 -0.2 0.0 0.41
O -5.8004 -0.4140 1.8914 0.0 0.2 0.1 -0.59
C -4.7120 -0.2772 1.3961 -0.1 -0.1 0.0 -0.02
C -4.3564 0.3705 0.0764 0.4 0.5 0.0 0.27
O -4.8355 1.3727 -0.4346 -0.4 -0.4 0.0 -0.77
C -3.1287 -0.3052 -0.3264 0.0 -0.5 -0.6 0.49
C -2.4620 -0.7738 0.8241 0.5 -0.3 0.0 1.17
O -1.2017 -1.0715 0.7969 -1.5 -0.5 1.9 -0.71
C -3.3775 -0.7227 1.9610 0.2 0.1 0.1 0.30
O -3.1245 -0.8824 3.1499 -0.2 -0.2 0.0 -0.71
O -2.5676 -0.3152 -1.5009 -3.7 -0.1 0.6 -0.50
N 3.0212 0.2270 0.7841 0.0 0.5 0.6 -0.31
C 2.8755 -0.9438 0.1091 -0.2 -0.8 -0.3 0.25
N 1.7333 -1.4291 -0.2859 0.7 -0.2 0.7 0.33
C 1.9005 -2.6920 -0.8282 1.0 0.1 0.2 0.03
C 3.1843 -3.1398 -0.8472 -0.3 0.2 0.0 -0.71
S 4.2527 -1.9709 -0.1789 -0.4 0.1 0.0 -0.28
C 0.7437 -3.4210 -1.3119 -0.5 -0.8 -0.2 -0.29
C 0.6745 -4.7553 -1.5653 0.1 0.3 0.1 -0.59
S -0.9118 -5.2086 -2.0606 -0.1 0.5 0.1 -0.28
C -1.3970 -3.5355 -1.8869 0.4 -0.2 -0.1 0.31
N -0.4354 -2.7351 -1.5120 -0.1 -1.1 -0.2 0.57
N -2.6284 -3.1081 -2.2129 -0.4 0.0 0.1 -0.02
H 2.2024 0.8222 0.8181 0.2 0.0 -0.3 0.04
H 3.9124 0.6887 0.6976 -0.1 0.1 -0.1 0.28
H 3.5618 -4.0659 -1.2245 0.1 -0.2 -0.2 0.48
H 1.4429 -5.4945 -1.4845 0.2 -0.2 0.1 0.47
H -3.3860 -3.7688 -2.2434 0.0 0.1 0.0 0.22
H -2.8523 -2.1369 -1.9788 0.0 -0.1 -0.1 -0.22
F 4.0385 5.1639 -2.4916 0.1 0.1 0.0 -0.31
C 3.5214 3.9416 -2.6345 -0.2 -0.6 -0.1 0.46
C 2.5958 3.4506 -1.7247 -0.1 -0.3 0.0 -0.33
F 2.1863 4.1719 -0.6713 0.1 0.2 0.0 -0.30
C 2.0951 2.1760 -1.9001 -0.4 -0.6 0.2 -0.77
F 1.1930 1.6857 -0.9457 1.2 0.9 -0.7 0.25
C 2.4211 1.3294 -2.9641 0.2 0.6 0.1 1.13
S 1.6792 -0.2030 -3.1330 0.5 -0.5 -0.9 -0.50
C 3.3828 1.8474 -3.8601 -0.4 0.2 0.7 0.13
F 3.7968 1.1068 -4.8863 0.0 0.1 0.0 -0.32
C 3.9129 3.1165 -3.6964 -0.3 0.0 0.3 0.25
F 4.8150 3.5663 -4.5645 0.2 0.2 -0.2 -0.30
N 0.0822 0.8813 5.6740 -0.2 0.0 0.5 -0.08
C 1.1336 1.7504 5.0824 0.4 0.6 -0.5 -0.71
C 0.7645 2.0550 3.6169 0.3 -0.2 0.1 -0.70
N 0.5602 0.8586 2.8369 0.2 0.1 0.0 0.09
C -0.4273 0.0021 3.4524 0.2 -0.2 0.1 -0.70
C -0.0675 -0.3791 4.8902 -0.4 -0.5 -0.8 -1.17
H -0.8162 1.3788 5.6282 0.1 -0.1 0.1 0.41
H 0.2851 0.6792 6.6597 -0.1 0.1 -0.3 0.35
H 2.0853 1.2156 5.1283 -0.2 -0.1 0.1 0.36
H 1.2178 2.6683 5.6638 -0.1 -0.1 0.1 0.42
H 1.5627 2.6512 3.1731 -0.1 0.1 0.1 0.45
H -0.1613 2.6409 3.5833 0.1 0.1 0.0 0.32
H 1.4261 0.3486 2.6958 0.1 0.1 -0.1 0.37
H -0.5565 -0.8941 2.8427 -0.1 0.1 0.1 0.31
H -1.3852 0.5270 3.4512 -0.1 -0.1 0.0 0.38
H 0.8801 -0.9188 4.9318 0.0 0.1 0.1 0.36
H -0.8586 -0.9907 5.3224 0.0 0.1 0.1 0.47



Record 2
57
Properties=species:S:1:pos:R:3:forces:R:3:nbo_charge:R:1 method="wB97M-V/def2-TZVPD" de_lowest_kj_mol=179.2 lumo_ev=-1.36 homo_ev=-8.411 homo_lumo_gap_ha=0.25927 charge=0
Pd -1.2152 0.5643 1.2373 0.2 0.0 -0.6 1.11
O -1.7645 3.5472 6.2432 -0.1 0.1 0.0 -0.67
C -1.0722 2.4488 6.4107 0.2 -0.1 0.0 0.78
O -0.5429 2.1419 7.4532 -0.1 0.0 0.0 -0.60
C -0.9175 1.5442 5.2257 -0.1 0.0 0.0 -0.25
C -0.2222 0.3597 5.3038 0.1 0.0 0.0 0.04
N -0.2578 -0.2081 4.0904 0.1 -0.2 -0.1 -0.30
N -0.9525 0.5390 3.2288 -0.3 0.4 -0.2 -0.29
C -1.3637 1.6183 3.8890 0.0 0.0 0.1 0.09
C -2.1810 2.6621 3.1371 -0.2 -0.1 -0.4 0.76
O -2.5664 3.6451 3.7839 0.1 0.0 0.2 -0.68
O -2.3967 2.4004 1.9257 -0.2 0.4 0.5 -0.76
H -2.1056 3.6423 5.2939 0.0 0.0 0.0 0.51
H 0.2838 -0.0919 6.1407 0.0 0.0 0.0 0.25
H 0.1519 -1.0746 3.7918 0.0 -0.1 0.0 0.42
Cl 0.8411 -2.5098 -1.8599 0.0 0.0 0.0 0.02
C 2.4893 -2.2397 -1.3929 0.0 0.1 0.0 -0.07
C 3.2827 -3.3371 -1.1101 0.0 0.0 0.0 -0.23
C 4.5837 -3.1498 -0.6709 0.0 -0.1 0.0 -0.20
C 5.0863 -1.8692 -0.5203 0.0 0.0 0.0 -0.21
C 4.2915 -0.7827 -0.8418 0.0 0.0 0.0 -0.07
Cl 4.9362 0.8171 -0.6612 0.0 0.0 0.0 0.02
C 2.9767 -0.9279 -1.2969 0.0 -0.1 0.0 0.18
N 2.1830 0.1848 -1.5796 -0.1 -0.1 0.0 -0.64
C 1.6501 0.4617 -2.8498 0.0 0.0 0.0 0.18
C 1.9580 -0.3146 -3.9639 0.0 0.0 0.0 -0.25
C 1.3711 -0.0480 -5.1910 0.0 0.0 0.0 -0.19
C 0.4806 1.0037 -5.3281 0.0 0.0 0.0 -0.24
C 0.1944 1.7925 -4.2223 0.0 0.0 0.0 -0.17
C 0.7686 1.5431 -2.9846 -0.1 0.0 0.1 -0.06
C 0.4633 2.4396 -1.8066 -0.1 0.0 0.0 -0.54
C -0.1251 1.7133 -0.6231 0.1 0.0 -0.3 0.81
O -1.2117 1.0494 -0.7529 0.0 -0.3 0.7 -0.66
O 0.4423 1.7422 0.4974 -0.1 -0.1 0.2 -0.66
H 2.8665 -4.3298 -1.2176 0.0 0.0 0.0 0.23
H 5.2051 -4.0050 -0.4391 0.0 0.0 0.0 0.23
H 6.0958 -1.7015 -0.1708 0.0 0.0 0.0 0.23
H 2.3487 0.9802 -0.9827 0.1 0.0 0.0 0.41
H 2.6609 -1.1333 -3.8715 0.0 0.0 0.0 0.22
H 1.6193 -0.6674 -6.0445 0.0 0.0 0.0 0.22
H 0.0184 1.2145 -6.2839 0.0 0.0 0.0 0.22
H -0.4934 2.6254 -4.3186 0.0 0.0 0.0 0.21
H -0.2570 3.1977 -2.1141 0.0 0.0 0.0 0.26
H 1.3539 2.9632 -1.4507 0.0 0.0 0.0 0.24
C -2.6178 -2.0359 -1.0457 -0.2 0.1 0.0 -0.44
C -4.0746 -1.6430 -0.7803 0.0 -0.1 0.0 -0.43
C -3.9427 -0.6329 0.3437 -0.1 0.0 0.0 -0.07
O -2.7980 -1.0728 1.1309 0.5 0.1 -0.2 -0.56
C -2.0394 -2.0538 0.3536 0.5 -0.1 0.0 -0.08
H -2.1179 -1.2752 -1.6460 0.0 0.0 0.0 0.23
H -2.5206 -2.9997 -1.5412 0.0 0.0 0.0 0.23
H -4.6483 -2.5114 -0.4512 0.0 0.0 0.0 0.21
H -4.5686 -1.2127 -1.6498 0.0 0.0 0.0 0.23
H -4.8027 -0.5957 1.0078 0.0 0.0 0.1 0.20
H -3.7394 0.3676 -0.0363 0.0 0.0 0.0 0.20
H -2.0987 -3.0338 0.8292 -0.3 0.0 0.1 0.18
H -0.9889 -1.7520 0.3820 -0.1 -0.1 -0.1 0.19



Record 3
54
Properties=species:S:1:pos:R:3:forces:R:3:nbo_charge:R:1 method="wB97M-V/def2-TZVPD" de_lowest_kj_mol=29.9 lumo_ev="-0.32 / -0.33" homo_ev="-7.384 / -7.539" homo_lumo_gap_ha="0.25946 / 0.26484" multiplicity=5 charge=0
Cr -0.5397 0.4298 1.1719 0.1 0.0 -0.5 1.28
C -3.3443 -2.7259 4.4481 0.1 0.2 -0.2 -0.27
O -2.6656 -1.4867 4.1795 0.0 -0.2 0.1 -0.47
C -2.3282 -1.1469 2.9457 -0.2 0.2 -0.2 0.91
O -1.6668 -0.1330 2.7681 0.0 -0.1 0.7 -0.67
N -2.7984 -1.8863 1.9097 0.3 -0.2 -0.1 -0.48
N -2.2761 -1.5856 0.6420 0.0 0.0 0.1 -0.66
H -3.3828 -2.8112 5.5268 0.0 0.0 0.0 0.23
H -2.7826 -3.5690 4.0455 0.0 0.0 0.0 0.19
H -4.3594 -2.7061 4.0520 0.0 0.0 0.0 0.19
H -3.2013 -2.7925 2.0725 -0.1 0.0 0.0 0.39
H -2.9990 -1.2389 0.0254 0.0 0.0 0.0 0.39
H -1.8093 -2.3855 0.2283 0.0 0.0 0.0 0.39
C -1.8617 1.9108 0.4489 0.1 0.1 0.0 -0.89
C -1.1286 3.0989 -0.0467 0.0 -0.2 0.1 0.01
C -0.4864 3.9817 0.8355 0.0 0.0 0.0 -0.19
C 0.2478 5.0589 0.3813 0.0 0.0 0.1 -0.16
C 0.3810 5.2874 -0.9880 0.2 0.3 -0.1 -0.23
C -0.2414 4.4235 -1.8828 0.0 -0.1 -0.1 -0.13
C -0.9844 3.3545 -1.4145 0.1 0.0 -0.1 -0.25
C 1.1513 6.4123 -1.4708 -0.2 -0.3 0.1 0.29
N 1.7656 7.3059 -1.8551 0.0 0.0 0.0 -0.34
H -2.4911 1.4862 -0.3391 0.0 0.0 0.0 0.19
H -2.4959 2.1586 1.3057 0.0 0.1 0.0 0.21
H -0.5683 3.8061 1.9029 0.0 0.0 0.0 0.20
H 0.7324 5.7280 1.0810 0.0 0.0 0.0 0.22
H -0.1427 4.5979 -2.9467 0.0 0.0 0.0 0.22
H -1.4690 2.6945 -2.1265 0.0 0.1 0.0 0.20
O 1.0961 0.1386 0.2359 -0.1 -0.1 0.0 -0.89
C 1.4435 -0.9247 -0.5812 0.1 0.2 0.0 0.11
C 1.8707 -2.1082 0.2934 0.1 0.1 0.0 -0.12
C 1.1202 -2.7124 1.2613 -0.2 -0.1 0.1 -0.31
C 1.8120 -3.7408 1.9563 0.0 0.1 -0.1 -0.26
C 3.0880 -3.8892 1.4979 0.0 0.0 0.1 -0.44
S 3.4392 -2.7835 0.2508 0.1 0.0 -0.1 0.50
C 0.2667 -1.3505 -1.4682 0.1 0.0 0.1 -0.21
C -0.6064 -0.5114 -2.0841 -0.2 0.1 -0.1 -0.27
C -1.5868 -1.1977 -2.8629 0.0 0.1 0.1 -0.26
C -1.4262 -2.5506 -2.8286 0.0 0.1 0.0 -0.45
S -0.0873 -2.9897 -1.8534 0.0 -0.1 0.1 0.45
C 2.5903 -0.4645 -1.4822 0.0 -0.1 0.0 -0.22
C 3.3648 0.6323 -1.2754 0.2 0.1 -0.1 -0.24
C 4.3627 0.8043 -2.2836 -0.1 0.0 0.1 -0.25
C 4.3136 -0.1664 -3.2345 0.0 0.0 0.0 -0.42
S 3.0601 -1.2880 -2.9192 -0.1 -0.1 -0.1 0.44
H 0.0941 -2.4235 1.4742 0.1 0.0 0.0 0.19
H 1.3895 -4.3365 2.7545 0.0 0.0 0.0 0.22
H 3.8391 -4.5887 1.8333 -0.1 0.0 0.0 0.24
H -0.5402 0.5637 -1.9801 0.0 0.0 0.0 0.25
H -2.3666 -0.7030 -3.4286 0.1 0.0 0.0 0.23
H -2.0068 -3.3084 -3.3339 0.0 0.1 0.0 0.24
H 3.2053 1.2929 -0.4353 0.0 0.0 0.0 0.25
H 5.0734 1.6197 -2.2983 0.0 0.0 0.0 0.22
H 4.9361 -0.2814 -4.1087 0.0 0.0 0.1 0.24



Record 4
47
Properties=species:S:1:pos:R:3:forces:R:3:nbo_charge:R:1 method="wB97M-V/def2-TZVPD" lumo_ev=-6.04 homo_ev=-11.028 homo_lumo_gap_ha=0.18342 charge=+1
F -3.5560 4.3065 1.7803 0.0 -1.5 0.1 -0.31
C -3.5363 2.9314 1.7853 0.3 1.0 0.0 0.39
C -4.7553 2.2541 1.7671 0.6 -0.5 -0.1 -0.18
C -4.7135 0.8509 1.7865 -0.1 0.2 0.0 -0.20
C -3.4995 0.1741 1.8018 0.4 -0.1 0.0 -0.12
C -2.2569 0.8680 1.7674 -0.9 0.6 0.0 -0.15
C -1.0143 0.1521 1.7178 0.5 0.0 0.5 0.10
C 0.2310 0.7795 1.6771 0.1 0.2 -0.1 -0.32
C 1.4743 0.1587 1.7861 -0.6 0.0 0.0 0.10
C 2.7266 0.8591 1.8084 0.9 0.6 0.0 -0.15
C 2.8013 2.2831 1.8191 0.3 -0.2 -0.1 -0.20
C 4.0493 2.8960 1.8017 -0.4 1.0 0.0 0.39
F 4.1016 4.2701 1.7967 -0.1 -1.5 0.0 -0.31
C 5.2538 2.1922 1.7888 -0.5 -0.5 0.0 -0.18
C 5.1835 0.7897 1.7902 0.0 0.3 0.0 -0.20
C 3.9550 0.1400 1.8066 -0.4 -0.1 0.0 -0.11
C -2.3027 2.2936 1.8026 -0.3 -0.3 -0.1 -0.19
H -5.6919 2.8047 1.7410 0.2 -0.1 0.0 0.26
H -5.6522 0.2933 1.7869 0.4 0.2 0.0 0.25
H -3.4859 -0.9172 1.8646 0.0 0.3 -0.2 0.23
H -1.0558 -0.9383 1.8044 0.0 0.3 -0.1 0.23
H 0.2273 1.8641 1.5601 0.0 -0.4 0.0 0.21
H 1.5108 -0.9324 1.8833 0.0 0.3 -0.1 0.23
H 1.8973 2.8913 1.8386 0.4 0.0 0.0 0.24
H 6.2048 2.7216 1.7768 -0.3 -0.1 0.0 0.26
H 6.1091 0.2127 1.7776 -0.3 0.1 0.0 0.25
H 3.9148 -0.9512 1.8053 0.1 0.3 0.0 0.23
H -1.3895 2.8844 1.8634 -0.4 0.0 -0.1 0.23
C -0.1404 -3.7545 -0.3101 0.1 -0.2 0.1 -0.65
C -0.3716 -2.5850 -1.2257 0.0 0.5 0.2 0.09
C -1.4315 -1.6945 -1.0087 -0.1 0.0 -0.4 -0.29
C -1.7043 -0.6826 -1.9368 0.1 0.1 0.3 -0.20
C -0.9077 -0.5170 -3.0668 0.5 -0.5 -0.4 -0.29
C 0.1579 -1.4216 -3.2975 -0.7 -0.1 0.1 0.34
O 0.9106 -1.3938 -4.4451 0.2 0.2 0.4 -0.53
C 0.3314 -1.6626 -5.7385 0.0 0.1 0.6 -0.24
C 0.4595 -2.3979 -2.3238 -0.2 0.2 -0.7 -0.30
H 0.7137 -4.3376 -0.6704 -0.2 0.0 0.2 0.22
H 0.0576 -3.4451 0.7245 0.0 -0.1 -0.1 0.20
H -1.0169 -4.4157 -0.2895 0.2 0.2 0.0 0.23
H -2.0780 -1.8307 -0.1391 0.1 0.0 -0.3 0.19
H -2.5624 -0.0195 -1.7832 0.4 -0.2 0.0 0.22
H -1.1112 0.2752 -3.7951 0.0 -0.4 0.3 0.23
H 1.1393 -1.4425 -6.4381 -0.2 0.0 0.0 0.21
H 0.0505 -2.7198 -5.8190 0.0 0.2 0.1 0.18
H -0.5337 -1.0202 -5.9378 0.1 -0.1 0.0 0.18
H 1.3069 -3.0668 -2.4848 -0.3 0.2 -0.1 0.23



Number 1: electronic energy -273921.1898 eV. Number 2: electronic energy -71519.8678 eV. Number 3: electronic energy -95730.1080 eV. Number 4: electronic energy -31665.9218 eV.